Record 1
70
Properties=species:S:1:pos:R:3:lowdin_spin:R:1 method="wB97M-V/def2-TZVPD" e_lumo_ev="-1.8365 / -2.1940" e_above_lowest_kj_mol=27.9 orbital_gap_ev="5.616 / 5.827" multiplicity=2
Mo 0.124 -0.131 -0.602 0.33
C -0.364 5.059 -1.807 0.00
S -0.967 3.954 -3.115 0.00
C -0.632 2.403 -2.402 -0.01
S -0.792 2.136 -0.712 -0.03
N -0.304 1.448 -3.229 -0.02
N -0.046 0.265 -2.643 -0.01
C 0.415 -0.650 -3.457 0.12
C 0.591 -1.952 -2.916 0.01
C 1.051 -3.058 -3.638 0.02
C 1.130 -4.281 -3.015 0.00
C 0.767 -4.377 -1.673 0.03
C 0.353 -3.241 -1.009 0.00
N 0.254 -2.052 -1.608 0.02
H -0.536 6.070 -2.168 0.00
H 0.700 4.891 -1.665 0.00
H -0.900 4.900 -0.877 0.00
H 0.609 -0.390 -4.488 0.01
H 1.353 -2.910 -4.666 0.00
H 1.473 -5.154 -3.554 0.00
H 0.834 -5.311 -1.135 0.00
H 0.110 -3.278 0.042 0.00
C -4.677 -1.579 0.468 0.00
Si -3.432 -0.337 -0.227 0.02
C -3.786 1.236 0.750 0.01
C -3.573 -0.132 -2.093 0.00
N -1.752 -0.825 0.068 0.16
C -1.380 -1.575 1.142 0.06
C -1.916 -2.839 1.476 0.02
C -1.284 -3.616 2.413 0.04
C -0.096 -3.184 3.038 0.04
C 0.430 -1.952 2.753 0.02
C -0.252 -1.078 1.879 0.05
F 1.733 -1.065 0.114 0.01
H -5.665 -1.113 0.446 0.00
H -4.454 -1.811 1.510 0.00
H -4.743 -2.517 -0.087 0.00
H -4.832 1.526 0.616 0.00
H -3.170 2.082 0.463 0.00
H -3.625 1.069 1.818 0.00
H -4.558 0.246 -2.376 0.00
H -3.416 -1.074 -2.623 0.00
H -2.836 0.585 -2.458 0.00
H -2.753 -3.226 0.912 0.00
H -1.674 -4.602 2.632 0.00
H 0.399 -3.837 3.744 0.00
H 1.346 -1.617 3.220 0.00
F 1.163 3.010 1.651 0.00
Sb 0.122 4.211 2.774 0.00
F -1.456 3.439 2.061 0.00
F 0.223 5.450 1.345 0.00
F -0.912 5.382 3.819 0.00
F 1.777 4.843 3.445 0.00
F 0.158 2.816 4.074 0.00
C 4.655 -0.684 -0.912 0.00
N 4.273 0.184 0.179 0.00
C 4.813 0.210 1.448 0.00
C 4.142 1.149 2.151 0.00
N 3.207 1.688 1.301 0.00
C 3.279 1.094 0.103 0.00
S 2.326 1.435 -1.263 -0.01
H 5.253 -1.504 -0.523 0.00
H 5.223 -0.131 -1.660 0.00
H 3.753 -1.071 -1.380 0.00
H 5.616 -0.441 1.741 0.00
H 4.244 1.472 3.171 0.00
H 2.511 2.405 1.523 0.00
C 0.105 0.300 1.692 0.09
H -0.711 1.016 1.745 0.01
H 0.972 0.622 2.255 0.00



Record 2
83
Properties=species:S:1:pos:R:3:lowdin_charge:R:1 method="wB97M-V/def2-TZVPD" total_charge=+1 e_lumo_ev=-3.4579 e_above_lowest_kj_mol=229.5 orbital_gap_ev=7.022
Hf 0.174 -0.133 0.294 1.62
Cl -3.015 0.483 6.185 0.70
C -1.752 0.215 5.042 -0.67
C -1.812 0.866 3.823 -0.03
C -0.813 0.652 2.894 -0.25
N -0.790 1.260 1.607 -0.10
C -0.359 2.574 1.567 -0.46
O -0.030 3.272 2.495 0.13
C -0.432 3.110 0.163 -0.19
C -0.316 4.461 -0.087 0.03
C -0.615 4.909 -1.364 -0.02
C -1.025 3.990 -2.321 -0.03
C -1.050 2.648 -1.990 -0.13
N -0.737 2.201 -0.771 0.05
C 0.261 -0.179 3.179 -0.20
C 0.329 -0.832 4.401 -0.03
C -0.684 -0.638 5.323 -0.66
Cl -0.588 -1.480 6.827 0.70
N 1.194 -0.274 2.113 -0.09
C 2.500 -0.584 2.308 -0.48
O 3.068 -0.789 3.357 0.11
C 3.249 -0.660 1.005 -0.22
C 4.518 -1.194 1.011 0.02
C 5.180 -1.363 -0.192 -0.01
C 4.541 -0.977 -1.355 -0.02
C 3.275 -0.436 -1.274 -0.12
N 2.616 -0.259 -0.119 0.00
H -2.631 1.539 3.609 0.12
H -0.039 5.118 0.726 0.13
H -0.556 5.963 -1.604 0.12
H -1.319 4.302 -3.313 0.12
H -1.348 1.904 -2.719 0.11
H 1.164 -1.470 4.647 0.11
H 4.943 -1.476 1.964 0.13
H 6.172 -1.794 -0.221 0.12
H 5.003 -1.090 -2.325 0.12
H 2.778 -0.145 -2.179 0.08
O -2.056 -0.472 0.169 -0.20
C -3.070 -1.428 -0.263 -0.18
C -3.086 -1.579 -1.760 -0.13
C -1.735 -2.083 -2.304 -0.13
C -0.830 -1.027 -2.872 -0.24
C -0.847 -0.826 -4.252 0.01
C 0.001 0.078 -4.856 -0.02
C 0.854 0.820 -4.055 -0.04
C 0.785 0.614 -2.700 -0.23
N -0.003 -0.291 -2.094 -0.01
H -2.437 0.396 0.367 0.10
H -4.019 -1.068 0.135 0.14
H -2.812 -2.362 0.218 0.03
H -3.400 -0.654 -2.253 0.12
H -3.852 -2.325 -1.981 0.13
H -1.910 -2.799 -3.105 0.13
H -1.211 -2.626 -1.523 0.03
H -1.525 -1.425 -4.845 0.13
H -0.005 0.207 -5.932 0.12
H 1.538 1.553 -4.462 0.13
H 1.406 1.217 -2.049 0.10
C 0.788 -4.354 3.408 -0.07
C 1.646 -5.134 2.440 -0.40
C 3.014 -4.528 2.226 -0.04
O 1.021 -5.298 1.120 -0.32
P -0.123 -4.497 0.400 -0.11
S -1.859 -4.547 1.199 0.37
S 0.752 -2.621 0.109 0.41
O -0.122 -5.165 -1.029 -0.31
C 0.957 -5.808 -1.781 -0.42
C 1.184 -7.212 -1.265 -0.04
C 2.217 -4.970 -1.826 -0.07
H 1.309 -4.323 4.368 0.10
H -0.188 -4.813 3.552 0.06
H 0.637 -3.327 3.068 0.05
H 1.750 -6.159 2.788 0.15
H 2.929 -3.492 1.898 0.04
H 3.575 -5.092 1.479 0.08
H 3.573 -4.544 3.164 0.10
H 0.529 -5.865 -2.780 0.14
H 1.694 -7.204 -0.303 0.08
H 1.801 -7.758 -1.982 0.09
H 0.236 -7.740 -1.158 0.09
H 2.680 -4.898 -0.841 0.06
H 2.016 -3.963 -2.192 0.06
H 2.926 -5.453 -2.503 0.09



Record 3
48
Properties=species:S:1:pos:R:3:lowdin_charge:R:1 method="wB97M-V/def2-TZVPD" e_lumo_ev=-1.1377 orbital_gap_ev=7.208
C -0.440 -2.125 1.626 -0.17
C 0.603 -3.049 0.994 -0.74
I -0.454 -4.664 0.023 0.85
C 1.432 -3.624 2.125 -0.37
N 2.494 -4.542 1.656 -0.40
P 4.071 -3.822 1.358 0.89
C 4.483 -2.572 2.642 -0.27
C 4.097 -3.062 -0.298 -0.28
S 2.627 -5.885 2.609 0.46
O 1.359 -6.453 2.798 -0.25
O 3.639 -6.724 2.141 -0.25
F 3.104 -5.263 3.950 -0.13
H 0.015 -1.590 2.457 0.08
H -1.232 -2.725 2.057 0.05
H -0.883 -1.443 0.912 0.07
H 1.212 -2.524 0.271 0.06
H 1.797 -2.800 2.737 0.10
H 0.751 -4.190 2.755 0.10
H 4.210 -1.566 2.325 0.04
H 3.967 -2.783 3.569 0.03
H 5.556 -2.578 2.766 0.03
H 5.110 -2.691 -0.412 0.04
H 3.963 -3.822 -1.054 0.04
H 3.420 -2.222 -0.438 0.03
C -3.306 2.073 -4.978 -0.05
C -2.402 1.101 -4.563 -0.06
C -1.788 1.205 -3.327 0.00
C -2.066 2.290 -2.505 -0.08
C -2.957 3.277 -2.932 -0.08
C -3.582 3.159 -4.166 0.00
C -3.237 4.471 -2.087 -0.28
O -4.014 5.327 -2.454 0.11
C -2.530 4.591 -0.780 -0.08
C -2.734 5.721 0.000 0.00
C -2.094 5.841 1.221 -0.06
C -1.254 4.828 1.673 -0.06
C -1.044 3.702 0.898 0.00
C -1.673 3.582 -0.335 -0.08
C -1.410 2.378 -1.171 -0.28
O -0.676 1.494 -0.779 0.10
H -3.791 1.984 -5.941 0.11
H -2.180 0.258 -5.204 0.11
H -1.090 0.449 -2.998 0.12
H -4.280 3.919 -4.487 0.12
H -3.390 6.504 -0.353 0.12
H -2.251 6.724 1.826 0.11
H -0.761 4.922 2.632 0.11
H -0.389 2.915 1.243 0.12



Record 4
14
Properties=species:S:1:pos:R:3:lowdin_charge:R:1 method="wB97M-V/def2-TZVPD" total_charge=+1 e_lumo_ev=-3.9943 e_above_lowest_kj_mol=166.6 smiles=Cc1ocn[n+]1C orbital_gap_ev=11.905
C -2.653 -0.013 0.277 -0.04
C -0.671 0.672 -0.108 -0.27
C 0.357 1.663 -0.407 0.06
C 0.307 -1.647 -0.104 0.00
N -1.943 -1.094 0.343 0.22
N -0.657 -0.647 0.040 -0.07
O -1.905 1.060 0.029 0.18
H -3.656 0.119 0.300 0.13
H 0.442 2.463 0.371 0.13
H 1.371 1.135 -0.614 0.13
H -0.019 2.053 -1.428 0.15
H -0.089 -2.518 -0.629 0.11
H 1.262 -1.364 -0.575 0.11
H 0.592 -2.067 0.960 0.16



no.,DFT total energy (hartree)
1,-3676.050887
2,-3996.606429
3,-2228.835927
4,-341.072807